117
Properties=species:S:1:pos:R:3 method="wB97M-V/def2-TZVPD" spin_multiplicity=5 homo_lumo_gap_ev="5.543 / 4.754" max_force_ev_per_a=0.75 charge=-2
Fe 0.94752 -0.25037 -0.19791
O 1.28873 0.14807 1.66701
C 2.22890 -0.34561 2.51535
C 3.24640 -1.32809 1.84504
C 3.93622 -0.85890 0.58314
C 5.08094 -1.51452 0.12779
C 5.63474 -1.11702 -1.07360
C 5.09763 -0.03335 -1.75384
C 4.00111 0.61826 -1.19789
C 3.53982 1.96554 -1.68210
C 2.01357 2.25708 -1.92620
O 1.21913 1.94212 -0.87833
C 2.01372 3.81003 -2.12927
C 1.88382 4.46825 -3.34846
C 1.89930 5.86102 -3.42253
C 2.06049 6.62456 -2.27769
C 2.20994 5.97791 -1.05232
C 2.18496 4.59413 -0.98747
C 1.51288 1.63233 -3.24062
C 2.32138 1.04634 -4.20136
C 1.78347 0.53615 -5.38264
C 0.42314 0.61910 -5.62286
C -0.40038 1.20374 -4.66042
C 0.14185 1.69251 -3.48727
N 3.42304 0.16207 -0.08930
C 1.47176 -1.12118 3.61351
C 1.23963 -0.61090 4.88618
C 0.41353 -1.27258 5.79116
C -0.20383 -2.46208 5.43532
C 0.00281 -2.97199 4.15613
C 0.82351 -2.30814 3.25761
C 3.06030 0.82864 3.07656
C 2.92313 2.06277 2.44615
C 3.68992 3.14993 2.85003
C 4.60235 3.02432 3.88910
C 4.75117 1.79225 4.51801
C 3.98968 0.70539 4.10660
H 2.72248 -2.24259 1.57193
H 4.02570 -1.59732 2.56721
H 5.49761 -2.33783 0.69511
H 6.49859 -1.63742 -1.47347
H 5.53270 0.32026 -2.68112
H 4.13086 2.26435 -2.55381
H 3.81694 2.64896 -0.87366
H 1.75192 3.88947 -4.25625
H 1.77950 6.34683 -4.38516
H 2.06696 7.70734 -2.33363
H 2.33389 6.55744 -0.14348
H 2.27273 4.08113 -0.03587
H 3.38497 0.94593 -4.02928
H 2.43470 0.05794 -6.10662
H 0.00147 0.21412 -6.53601
H -1.47311 1.24651 -4.81773
H -0.49153 2.09929 -2.70605
H 1.69265 0.32848 5.17819
H 0.24744 -0.84643 6.77481
H -0.85332 -2.97530 6.13532
H -0.49519 -3.88436 3.84637
H 0.92575 -2.67997 2.24213
H 2.21307 2.12071 1.62583
H 3.57911 4.10140 2.34064
H 5.19930 3.87369 4.20269
H 5.46280 1.67861 5.32883
H 4.11432 -0.25409 4.60028
C -2.19626 -7.05691 -2.06457
C -3.07604 -6.33845 -1.05211
C -4.51534 -6.26202 -1.53841
C -5.39696 -5.63744 -0.46994
C -4.83751 -4.30097 -0.05479
C -5.64826 -3.33035 0.48090
C -5.11332 -2.10311 0.85142
F -5.95011 -1.17193 1.38435
C -3.78908 -1.81812 0.68301
C -2.94952 -2.78351 0.13866
C -1.49308 -2.42467 -0.03910
O -1.15391 -1.27416 0.20141
C -0.66177 -3.52690 -0.48302
C -1.26565 -4.69042 -0.81249
N -2.59799 -4.97655 -0.76439
C -3.46278 -4.02916 -0.22562
C 0.88139 -3.54857 -0.55469
O 1.36931 -4.60232 -1.01202
O 1.46889 -2.55593 -0.08802
H -2.70565 -7.97003 -2.37850
H -1.22561 -7.33706 -1.66065
H -2.02764 -6.43025 -2.94240
H -3.07120 -6.91039 -0.11359
H -4.85789 -7.26707 -1.79113
H -4.54212 -5.65600 -2.44983
H -5.43734 -6.30930 0.39437
H -6.42271 -5.51291 -0.82218
H -6.70845 -3.51534 0.61310
H -3.36164 -0.86271 0.95460
H -0.59872 -5.46736 -1.15737
F 0.73361 -0.72768 -2.01366
C -4.19079 1.16722 -1.24296
C -3.39302 2.43199 -0.93385
As -1.80355 2.03890 0.17972
C -1.13926 3.88441 0.42149
C -1.92606 5.05643 -0.15302
C -2.70266 1.89104 1.95299
C -3.88514 2.80505 2.24866
H -4.96427 1.34690 -1.99628
H -4.69332 0.78816 -0.34894
H -3.53999 0.37073 -1.61181
H -4.02843 3.19320 -0.47847
H -2.99303 2.85912 -1.85696
H -0.15234 3.83788 -0.03318
H -0.98444 4.01159 1.49727
H -2.02564 4.97462 -1.23747
H -1.40200 5.99646 0.04739
H -2.93312 5.14239 0.26277
H -1.88847 2.06784 2.66015
H -2.98161 0.84480 2.09531
H -3.62531 3.85585 2.09587
H -4.22421 2.69732 3.28425
H -4.73864 2.58082 1.60387

---

118
Properties=species:S:1:pos:R:3 method="wB97M-V/def2-TZVPD" homo_lumo_gap_ev="3.727 / 4.447" max_force_ev_per_a=4.32
Tl -0.39812 -0.10729 0.38351
C 1.57639 7.76048 0.21680
C 1.33003 6.95074 -0.85755
C 0.89523 5.63487 -0.61379
C 0.82086 5.14759 0.68235
C 1.10324 5.95609 1.74114
C 1.48598 7.23963 1.54578
C 0.31578 3.76672 0.85686
C 1.19466 2.89040 1.54652
C 2.57991 3.12255 1.64501
C 3.10604 2.02751 2.25478
C 2.01138 1.05373 2.48988
C 2.30810 -0.14751 3.15505
C 3.50837 -0.04700 3.94628
C 4.55280 -1.00112 3.80197
C 5.61252 -0.94416 4.64778
C 5.68718 0.01131 5.72077
C 4.75755 1.02351 5.85219
C 3.65928 0.97727 4.98329
C 1.69890 -1.53200 2.90448
N 0.28307 -1.45924 2.55309
C -0.25281 -2.32316 3.45003
C -3.24761 -2.20382 1.89218
C -3.77839 -3.55663 2.22129
C -3.68565 -4.61199 1.33184
C -4.07073 -5.86816 1.74043
C -4.74468 -6.06984 2.90279
C -4.83864 -4.98775 3.83599
C -4.30556 -3.76814 3.52124
C -3.54154 -1.48616 0.69408
C -4.33340 -2.02636 -0.42630
C -4.58590 -0.91574 -1.21874
C -3.89296 0.20973 -0.63695
N -3.26677 -0.18151 0.51042
C -3.72240 1.51104 -1.15959
C -2.81245 2.50412 -0.58944
C -2.88946 3.91495 -0.90434
C -1.84507 4.58162 -0.29547
C -0.97197 3.50191 0.27772
N -1.52538 2.29704 0.05740
C -4.41062 1.70667 -2.47095
C -5.30569 2.83282 -2.53083
C -6.00138 3.08140 -3.69070
C -5.83132 2.33599 -4.83255
C -5.06311 1.21606 -4.75422
C -4.25457 0.91943 -3.62504
C 0.66004 -2.94801 4.44543
C 1.85905 -2.57037 3.97746
N 0.82447 1.64146 2.09354
H 1.91372 8.81983 0.10947
H 1.48002 7.22453 -1.90812
H 0.70887 4.91080 -1.42471
H 1.08146 5.53943 2.76389
H 1.55586 8.00067 2.34895
H 3.04279 3.98694 1.21971
H 4.18462 1.92866 2.51735
H 4.37237 -1.80861 3.09242
H 6.52285 -1.53946 4.50462
H 6.50896 -0.22075 6.38783
H 4.91170 1.85885 6.45899
H 2.86434 1.68034 5.23608
H -3.35649 -4.48136 0.28754
H -3.88130 -6.68719 1.03779
H -5.14209 -7.00158 3.16838
H -5.31206 -5.05356 4.84174
H -4.24738 -2.94216 4.22285
H -4.53752 -3.07740 -0.70865
H -5.23947 -0.93706 -2.09599
H -3.64694 4.37841 -1.60362
H -1.74154 5.68131 -0.24884
H -5.58085 3.33517 -1.62613
H -6.64049 4.03596 -3.71746
H -6.32827 2.53336 -5.81069
H -5.21771 0.54335 -5.61663
H -3.66823 0.02235 -3.67590
H 0.23764 -3.54116 5.31676
H 2.84101 -2.99494 4.19520
O -1.56374 -2.66204 3.40543
N -2.39836 -1.63976 2.66967
O 2.38722 -1.87851 1.62409
N 2.17894 -3.19331 1.22191
N 1.49722 2.53714 -3.68640
N 2.50005 1.86629 -4.41659
H 1.67423 3.54504 -3.63146
H 1.56751 2.27106 -2.71842
H 3.49491 2.00644 -4.15368
H 2.37346 2.06231 -5.41734
C 1.29459 -3.37685 0.13426
Si 1.41216 -1.87080 -1.24003
C 3.17848 -1.85593 -1.99295
C 3.18037 -1.34893 -3.50103
C 3.92843 -0.71964 -1.18744
C 3.88185 -3.17802 -1.89575
C -0.02466 -1.98728 -2.78927
C -0.36869 -0.62077 -3.31565
C 0.42461 -2.90941 -3.89851
C -1.22162 -2.57076 -2.11307
H 1.54999 -4.36132 -0.33438
H 0.23474 -3.18612 0.47936
H 3.06200 -3.63833 1.22503
H 2.44866 -0.51662 -3.70469
H 2.89011 -2.16673 -4.16555
H 4.19034 -1.05306 -3.65454
H 3.52846 0.22752 -1.53513
H 5.01058 -0.81985 -1.34396
H 3.79559 -0.73036 -0.13223
H 3.17857 -4.00364 -1.83336
H 4.50530 -3.23006 -1.01120
H 4.50632 -3.38630 -2.78185
H -0.83449 -0.84627 -4.29412
H 0.59397 -0.16086 -3.50840
H -0.96195 0.05981 -2.67420
H 0.94118 -2.38949 -4.73104
H -0.46115 -3.42722 -4.34523
H 1.12202 -3.70840 -3.58356
H -1.47357 -2.19507 -1.12427
H -1.06593 -3.65843 -1.76197
H -2.09821 -2.54086 -2.82822

---

no.,DFT total energy (a.u.)
1,-6236.50706
2,-3101.46769